Here is a molecular structure, C4H5CdLiO2 at a distorted geometry from the OMol25 dataset. Energies are from ωB97M-V/def2-TZVPD.

Each line ends with the natural charge from an NBO analysis.
Cartesian coordinates (Å):
H -1.88979 -1.44778 -1.15421  -0.56
C -0.76387 0.35658 -0.22008  0.89
C 0.33620 1.29567 0.15334  -0.57
C 1.54618 0.41198 0.45993  -0.60
C 1.30851 -0.96098 -0.07396  0.39
O 0.18898 -0.85957 -0.77062  -0.74
O -1.80202 0.21675 0.36036  -0.56
Li -3.19296 -1.17383 0.32918  0.98
Cd -0.46571 -2.80110 -0.94587  1.53
H 0.02743 1.92620 0.99814  0.31
H 0.48322 1.97814 -0.69572  0.31
H 1.73504 0.28618 1.54022  0.30
H 2.48878 0.77176 0.01928  0.33

Computed properties:
HOMO-LUMO gap ... 0.270 hartree
Charge ... +2
HOMO level ... -17.899 eV
LUMO level ... -10.5 eV